Record 1
6
Properties=species:S:1:pos:R:3 method="wB97M-V/def2-TZVPD" spin_multiplicity=1 e_above_lowest_kcal_mol=40.62 orbital_gap_ev=7.285 homo_energy_ev=-8.7 e_lumo_ev=-1.441
C -0.599 -0.356 -0.449
S 0.980 1.698 -0.195
Br -1.116 -0.831 1.228
Br 1.974 0.377 1.202
H -1.414 0.069 -0.958
H 0.176 -0.957 -0.827



Record 2
55
Properties=species:S:1:pos:R:3 method="wB97M-V/def2-TZVPD" spin_multiplicity=1 e_above_lowest_kcal_mol=34.48 orbital_gap_ev=10.229 homo_energy_ev=-8.6 charge=-1 e_lumo_ev=1.666
O 21.905 1.324 -11.775
C 20.966 1.968 -11.292
O 20.985 3.291 -11.066
B 19.728 3.834 -10.587
O 18.863 2.658 -10.490
C 19.543 1.555 -10.976
O 19.213 0.423 -10.999
O 19.339 4.851 -11.545
C 19.303 5.997 -10.897
O 19.229 7.081 -11.378
C 19.489 5.680 -9.332
O 19.832 4.411 -9.243
O 19.394 6.540 -8.457
O 22.012 -1.725 -12.699
H 21.617 -0.897 -12.424
H 21.513 -1.983 -13.474
O 21.793 7.163 -12.801
H 21.206 7.799 -13.209
H 22.290 7.672 -12.160
O 16.812 -1.016 -12.141
H 16.979 -0.902 -11.205
H 17.433 -1.691 -12.414
O 20.175 -2.264 -8.966
H 21.113 -2.396 -8.829
H 20.053 -1.317 -8.902
O 16.770 0.353 -9.138
H 15.908 0.768 -9.132
H 17.249 0.804 -9.833
O 22.958 1.811 -14.277
H 22.778 1.987 -13.353
H 23.354 0.939 -14.282
O 24.284 3.547 -10.142
H 23.859 3.256 -10.949
H 23.607 4.041 -9.679
O 18.314 9.432 -9.798
H 18.732 8.596 -10.003
H 17.614 9.207 -9.186
O 19.444 0.800 -14.465
H 19.401 0.917 -13.516
H 19.192 1.651 -14.823
O 19.006 5.435 -6.069
H 18.471 4.661 -6.242
H 19.026 5.905 -6.903
O 21.223 2.059 -7.184
H 20.832 1.965 -6.316
H 20.951 2.928 -7.478
O 19.885 5.021 -14.340
H 19.991 5.329 -13.440
H 19.092 4.486 -14.318
O 16.506 6.810 -12.909
H 16.379 7.674 -12.517
H 17.347 6.511 -12.563
O 18.993 9.496 -13.842
H 18.909 8.718 -13.290
H 18.700 9.209 -14.706



Record 3
6
Properties=species:S:1:pos:R:3 method="wB97M-V/def2-TZVPD" spin_multiplicity=3 e_above_lowest_kcal_mol=12.22 orbital_gap_ev="7.589 / 6.551" homo_energy_ev="-8.0 / -7.9" s2=2.04 e_lumo_ev="-0.410 / -1.350"
O -1.292 -0.918 1.226
C 0.005 0.531 -0.014
O 1.241 0.167 0.000
Hg 2.469 0.899 -1.565
Li 0.318 -1.417 0.493
H -0.112 1.642 0.144



Record 4
31
Properties=species:S:1:pos:R:3 method="wB97M-V/def2-TZVPD" spin_multiplicity=1 e_above_lowest_kcal_mol=63.38 orbital_gap_ev=7.706 homo_energy_ev=-7.1 e_lumo_ev=0.588
C -2.649 -1.505 -0.081
C -2.876 -1.121 1.220
C -1.594 -0.714 -0.571
C -1.223 0.159 0.469
C 5.059 0.814 -0.307
C 3.946 0.200 0.079
C 2.650 0.845 0.147
C 1.529 0.232 0.482
C -1.979 0.558 2.810
C -1.172 -1.967 -2.608
C -0.225 2.130 -0.461
N -2.004 -0.156 1.567
N -1.016 -0.762 -1.824
N -0.305 1.144 0.584
Br 1.267 -1.544 0.936
H -3.178 -2.271 -0.610
H -3.610 -1.486 1.914
H 6.001 0.296 -0.349
H 5.063 1.854 -0.590
H 3.972 -0.846 0.357
H 2.622 1.897 -0.099
H -2.819 1.255 2.878
H -2.033 -0.142 3.645
H -1.048 1.120 2.858
H -0.731 -2.849 -2.122
H -2.233 -2.152 -2.770
H -0.692 -1.819 -3.573
H 0.591 2.814 -0.232
H -0.091 1.731 -1.474
H -1.157 2.701 -0.450
H -0.064 -0.415 -1.826



Record 5
57
Properties=species:S:1:pos:R:3 method="wB97M-V/def2-TZVPD" spin_multiplicity=1 e_above_lowest_kcal_mol=9.71 orbital_gap_ev=5.716 homo_energy_ev=-6.8 e_lumo_ev=-1.121
Rh -1.497 0.331 0.661
C 4.275 -1.770 1.734
C 3.131 -1.636 2.506
C 2.019 -0.982 1.996
C 2.049 -0.459 0.707
C 3.202 -0.599 -0.068
C 4.312 -1.250 0.447
P 0.618 0.421 0.039
C 0.467 -0.174 -1.678
C -0.017 0.676 -2.672
C -0.251 0.189 -3.950
C -0.008 -1.144 -4.246
C 0.469 -1.997 -3.259
C 0.700 -1.516 -1.980
C 0.994 2.172 -0.073
C 2.229 2.744 -0.228
C 2.324 4.134 -0.436
C 1.190 4.896 -0.510
C -0.096 4.328 -0.349
C -1.283 5.096 -0.418
C -2.490 4.488 -0.235
C -2.583 3.106 0.056
C -1.469 2.311 0.141
C -0.200 2.941 -0.091
H 5.141 -2.281 2.134
H 3.102 -2.043 3.509
H 1.126 -0.863 2.596
H 3.227 -0.212 -1.080
H 5.203 -1.357 -0.158
H -0.215 1.716 -2.446
H -0.626 0.856 -4.715
H -0.190 -1.520 -5.244
H 0.660 -3.038 -3.485
H 1.074 -2.186 -1.215
H 3.126 2.139 -0.194
H 3.297 4.594 -0.548
H 1.264 5.963 -0.687
H -1.216 6.160 -0.612
H -3.401 5.073 -0.287
H -3.561 2.679 0.232
Se -4.092 0.047 0.747
Te -4.561 1.030 2.997
Te -2.407 0.001 4.264
Se -0.799 1.215 2.785
C -0.060 -3.664 1.371
Sb -1.701 -2.320 1.053
C -2.472 -3.210 -0.724
C -3.043 -3.218 2.430
H -0.398 -4.688 1.213
H 0.307 -3.563 2.392
H 0.762 -3.444 0.691
H -2.587 -4.284 -0.578
H -1.796 -3.024 -1.558
H -3.442 -2.768 -0.946
H -3.276 -4.224 2.080
H -3.946 -2.612 2.473
H -2.585 -3.262 3.416



Record 6
72
Properties=species:S:1:pos:R:3 method="wB97M-V/def2-TZVPD" spin_multiplicity=2 orbital_gap_ev="8.046 / 7.917" homo_energy_ev="-14.9 / -15.1" charge=+2 s2=0.78 e_lumo_ev="-6.809 / -7.179"
Ti -0.187 -0.021 0.211
P -0.069 -2.478 -0.194
P -0.072 2.456 0.068
N 0.241 0.081 -1.745
C 0.007 -2.393 -2.038
H 0.609 -3.233 -2.419
H -1.017 -2.514 -2.427
C 0.598 -1.077 -2.550
H 1.706 -1.151 -2.640
H 0.240 -0.932 -3.592
C 0.591 1.319 -2.425
H 0.228 1.283 -3.475
H 1.698 1.404 -2.511
C 0.000 2.571 -1.774
H -1.025 2.734 -2.144
H 0.601 3.447 -2.062
C 1.484 3.381 0.482
C 2.021 3.075 1.880
H 3.018 3.532 1.965
H 2.151 2.000 2.058
H 1.394 3.510 2.672
C -1.690 3.307 0.394
C -2.011 3.416 1.885
H -2.956 3.963 2.008
H -1.233 3.958 2.443
H -2.150 2.437 2.359
C -1.693 -3.357 0.027
C -2.035 -3.632 1.493
H -2.965 -4.217 1.540
H -2.218 -2.713 2.061
H -1.250 -4.204 2.008
C 1.493 -3.436 0.118
C 2.041 -3.277 1.537
H 3.032 -3.753 1.571
H 1.409 -3.774 2.287
H 2.184 -2.226 1.816
C 1.789 -0.030 0.490
O 2.964 -0.028 0.556
C -1.878 4.640 -0.334
H -1.173 5.401 0.016
H -1.781 4.545 -1.420
H -2.894 5.003 -0.132
C -1.878 -4.603 -0.844
H -2.894 -4.985 -0.685
H -1.778 -4.389 -1.913
H -1.174 -5.397 -0.579
C 1.411 -4.906 -0.303
H 2.408 -5.353 -0.175
H 0.706 -5.470 0.323
H 1.142 -5.027 -1.361
C 1.401 4.887 0.216
H 0.699 5.383 0.898
H 2.398 5.320 0.388
H 1.131 5.118 -0.823
H 2.204 2.949 -0.237
H 2.207 -2.930 -0.558
H -2.409 2.587 -0.038
H -2.406 -2.592 -0.331
H -1.838 -0.071 -0.788
H -2.124 -0.007 -0.011
C -0.064 1.286 5.813
N -0.137 0.486 4.601
C -0.132 -0.898 4.570
C -0.190 -1.255 3.258
N -0.208 -0.105 2.473
C -0.160 0.927 3.321
H -0.919 1.087 6.472
H 0.847 1.042 6.376
H -0.056 2.351 5.559
H -0.094 -1.513 5.453
H -0.252 -2.249 2.836
H -0.129 1.983 3.064



Record 7
43
Properties=species:S:1:pos:R:3 method="wB97M-V/def2-TZVPD" spin_multiplicity=2 e_above_lowest_kcal_mol=23.01 orbital_gap_ev="4.386 / 4.380" homo_energy_ev="-13.9 / -13.9" charge=+2 s2=0.75 e_lumo_ev="-9.548 / -9.549"
I 3.480 2.933 -1.549
I 3.897 0.140 -1.325
Yb 0.603 1.403 -0.119
P 2.109 -0.025 1.810
C 2.636 -1.548 2.584
C 3.496 1.135 2.149
H 3.859 1.007 3.187
H 1.588 0.576 4.081
H 3.168 2.185 1.951
H 0.678 1.691 2.938
H 3.419 -1.984 1.980
H 4.279 0.835 1.417
C 1.002 0.626 3.135
H 2.993 -1.402 3.591
H 0.127 -0.070 3.194
H 1.773 -2.200 2.619
P 0.018 0.650 -2.784
C -0.370 -0.568 -4.033
C -1.621 1.496 -2.626
H 0.867 2.931 -3.112
H 0.278 2.186 -4.687
H 1.845 1.637 -3.938
C 0.817 2.006 -3.738
H -1.557 2.447 -2.021
H -1.946 1.727 -3.667
H -0.847 -0.142 -4.905
H -1.041 -1.290 -3.586
H -2.327 0.760 -2.162
H 0.552 -1.049 -4.329
C 1.428 -1.036 -1.014
O 1.510 -2.169 -1.300
F -5.184 -2.728 2.232
C -4.143 -2.013 1.767
C -2.883 -2.612 1.562
F -2.813 -3.950 1.791
C -1.776 -1.877 1.169
F -0.525 -2.453 1.085
C -1.952 -0.474 0.896
O -1.087 0.408 0.519
C -3.243 0.075 1.079
F -3.351 1.404 0.817
C -4.297 -0.643 1.540
F -5.459 -0.025 1.803



Taking the records one at a time from the top gives E_tot values of -151987.234; -50332.678; -9522.462; -86175.513; -190446.419; -70688.027; -97746.794 eV.